# 1
7
Properties=species:S:1:pos:R:3 method="wB97M-V/def2-TZVPD" e_homo_ha="-0.123 / -0.147" spin_multiplicity=1 lumo_ev="1.81 / 2.68" relative_energy_kcal_mol=43.6 gap_ev="5.16 / 6.67" total_charge=-1 molar_mass_g_mol=145.21
O -0.71144 -0.45343 1.26900
O 0.61015 -2.35037 0.28810
O -1.54238 -1.54838 -0.69109
S 0.42764 2.49318 -0.19578
S 0.82498 1.23327 -1.82585
S -0.40652 -1.26236 0.14659
H 0.79758 1.88810 1.00903

***

# 2
131
Properties=species:S:1:pos:R:3 method="wB97M-V/def2-TZVPD" e_homo_ha=-0.336 spin_multiplicity=1 lumo_ev=0.48 gap_ev=9.62 smiles="CC(=O)N(C)N(CCCCSc1nnco1)C(=O)O.CC(C)O.CC(C)O.CC(C)O.CC(C)O.CC(C)O.CC(C)O.CC(C)O.CC(C)O" molar_mass_g_mol=769.10
C 3.65295 -0.51210 -0.76855
C 3.29616 0.51155 -1.76799
O 2.53064 0.30674 -2.67543
N 3.97030 1.76450 -1.62481
C 4.50674 2.31371 -2.87318
N 3.21365 2.63297 -0.79760
C 1.91025 3.06029 -1.33171
C 0.76425 2.43762 -0.57223
C -0.50231 3.21521 -0.78869
C -1.67082 2.65720 -0.02350
S -1.90566 0.90738 -0.40695
C -3.52630 0.82538 -0.97743
N -4.63143 1.21432 -0.45399
N -5.63462 0.75860 -1.31381
C -5.03192 0.15896 -2.25339
O -3.71071 0.15431 -2.13923
C 4.04274 3.64956 -0.24316
O 4.66203 3.50759 0.76180
O 4.09922 4.80493 -0.91756
H 4.28447 -0.12250 0.00481
H 4.23553 -1.25066 -1.29816
H 2.78173 -1.01422 -0.38935
H 3.97106 3.18800 -3.22134
H 4.47086 1.56399 -3.64305
H 5.53207 2.59901 -2.71868
H 1.80619 2.79359 -2.37177
H 1.80881 4.13689 -1.28538
H 0.99436 2.42121 0.48323
H 0.63987 1.43658 -0.94687
H -0.78038 3.22093 -1.83335
H -0.37470 4.23622 -0.48994
H -1.49284 2.73218 1.03500
H -2.57242 3.20128 -0.22541
H -5.47986 -0.35556 -3.06637
H 3.60451 4.74740 -1.73981
C 5.68473 -2.31490 2.83142
C 4.49547 -3.10046 2.30212
C 4.28159 -4.37626 3.09837
O 4.68290 -3.39863 0.91543
H 6.59750 -2.90972 2.74039
H 5.83087 -1.39836 2.25776
H 5.54750 -2.05019 3.88101
H 3.59714 -2.48371 2.35263
H 5.16083 -5.02320 3.01595
H 3.42627 -4.92981 2.71134
H 4.10182 -4.16112 4.14945
H 5.46994 -3.94767 0.84178
C 0.69332 -5.81594 6.83639
C 2.13054 -5.46951 6.48536
C 2.97243 -5.26342 7.73567
O 2.18350 -4.30326 5.65946
H 0.23248 -4.99821 7.39941
H 0.10463 -5.96075 5.93023
H 0.63291 -6.72266 7.43449
H 2.56197 -6.27097 5.88475
H 2.57751 -4.43137 8.32519
H 4.00119 -5.01974 7.46924
H 2.97638 -6.15654 8.36151
H 1.80760 -3.57262 6.16055
C -6.97719 3.40360 -3.04878
C -6.79756 4.53768 -4.04803
C -7.46347 4.21811 -5.37531
O -5.41044 4.82751 -4.23011
H -6.53478 2.47733 -3.41979
H -6.48744 3.64021 -2.10418
H -8.03443 3.22050 -2.85529
H -7.22243 5.45633 -3.64071
H -7.01253 3.32419 -5.81941
H -7.33496 5.03833 -6.07552
H -8.53145 4.04061 -5.24926
H -4.97347 4.04339 -4.57692
C -5.42298 7.45692 -2.23008
C -4.91626 7.19854 -0.82399
C -5.14364 8.39139 0.09203
O -3.53108 6.86272 -0.85645
H -4.89465 8.30715 -2.67268
H -5.25978 6.58916 -2.87599
H -6.49017 7.68605 -2.21905
H -5.42013 6.32364 -0.41071
H -4.60572 9.26580 -0.28463
H -4.77234 8.18294 1.09570
H -6.20249 8.64242 0.15816
H -3.06362 7.61975 -1.22503
C 9.32291 -3.34079 4.37781
C 9.14397 -4.83802 4.18188
C 10.47995 -5.56342 4.13632
O 8.40149 -5.09429 2.98706
H 9.88454 -2.91108 3.54375
H 8.35279 -2.84599 4.40930
H 9.85758 -3.11646 5.30140
H 8.53977 -5.24136 4.99473
H 11.07955 -5.20114 3.29693
H 10.32902 -6.63343 3.99621
H 11.04691 -5.40863 5.05489
H 8.91440 -4.75035 2.24865
C -1.09079 -10.19675 10.01913
C -0.87382 -8.72700 9.69347
C -2.05281 -7.87577 10.13967
O -0.64016 -8.55596 8.29504
H -1.97338 -10.57433 9.49607
H -0.23638 -10.79003 9.69474
H -1.23480 -10.34925 11.08920
H 0.03429 -8.37621 10.18494
H -2.96287 -8.18656 9.61974
H -1.87867 -6.82685 9.90064
H -2.22337 -7.96496 11.21299
H -1.42468 -8.85649 7.82545
C 3.65377 -1.24179 -7.00788
C 3.79107 -2.54542 -6.23517
C 2.45208 -3.00595 -5.68176
O 4.73591 -2.39304 -5.17672
H 3.28436 -0.45066 -6.34941
H 4.62149 -0.92481 -7.39676
H 2.95967 -1.34534 -7.84283
H 4.20181 -3.31476 -6.88964
H 2.05539 -2.26292 -4.98456
H 2.56533 -3.93982 -5.13175
H 1.72189 -3.15729 -6.47795
H 4.39189 -1.71862 -4.58148
C -8.38767 6.38191 -9.11113
C -9.50746 6.58653 -8.10167
C -10.39646 7.75975 -8.48473
O -8.96740 6.77654 -6.79382
H -7.74745 7.26723 -9.15157
H -7.76295 5.53646 -8.82313
H -8.78263 6.19808 -10.11079
H -10.10976 5.67979 -8.03825
H -9.81393 8.68461 -8.50769
H -11.19314 7.88991 -7.75289
H -10.84634 7.61318 -9.46722
H -8.42737 7.57330 -6.81124

***

# 3
62
Properties=species:S:1:pos:R:3 method="wB97M-V/def2-TZVPD" e_homo_ha=-0.385 spin_multiplicity=1 lumo_ev=-3.76 relative_energy_kcal_mol=0.0 gap_ev=6.71 total_charge=+1 molar_mass_g_mol=741.19
Y -0.26372 0.23566 -0.00875
C 0.03424 3.69365 0.68199
C -0.25340 3.13895 2.05996
N -0.76777 1.74133 2.01687
C -2.20696 1.72497 2.38926
C -3.09006 2.45865 1.39898
C -0.02188 0.90470 2.98870
C 1.45844 0.76761 2.65022
N 1.61736 0.43123 1.24139
C 2.88189 0.34890 0.72830
C 2.99163 0.06528 -0.64021
F 1.78643 -0.11137 -1.30263
C 4.16721 -0.04300 -1.33794
F 4.12672 -0.31672 -2.64568
C 5.37187 0.13375 -0.68673
C 5.31417 0.41062 0.66555
F 6.44988 0.58479 1.34183
C 4.12266 0.51543 1.36611
F 4.19467 0.77294 2.68513
H 0.40783 4.71640 0.74083
H -0.87035 3.70361 0.07289
H 0.81152 3.09764 0.18931
H -0.98037 3.76820 2.57797
H 0.65406 3.16811 2.65957
H -2.31371 2.16228 3.38986
H -2.51983 0.68374 2.46021
H -2.86947 3.52585 1.35782
H -4.13239 2.35304 1.69735
H -2.99966 2.03074 0.39900
H -0.51682 -0.07042 3.01029
H -0.12714 1.31315 4.00127
H 1.87640 0.01068 3.32402
H 1.98133 1.69361 2.90427
H 6.31498 0.05998 -1.20597
Br -3.39601 3.39235 -5.44125
C -2.30943 2.56998 -4.15778
C -1.40632 3.31400 -3.41812
C -0.66837 2.65278 -2.45747
N -0.75967 1.34130 -2.21468
C -1.57218 0.61047 -3.00258
C -2.38356 1.20021 -3.95976
C -1.47135 -0.87407 -2.88329
C -2.15833 -1.72198 -3.73992
C -1.90310 -3.08303 -3.68245
Br -2.81393 -4.25556 -4.82340
C -0.95211 -3.56155 -2.79687
C -0.33796 -2.64472 -1.96623
N -0.60075 -1.34009 -1.97889
H -1.28252 4.37544 -3.57289
H 0.04145 3.20512 -1.85946
H -3.05923 0.61753 -4.56437
H -2.87375 -1.35209 -4.45616
H -0.69555 -4.60945 -2.75074
H 0.42111 -2.97784 -1.26692
N -0.60778 -1.95817 1.27956
N -1.97762 -2.03978 1.63592
C -2.87777 -1.34826 0.77243
O -4.03398 -1.68076 0.71904
O -2.29969 -0.36524 0.15427
H -0.31724 -2.78912 0.76948
H -0.04284 -1.91583 2.12266
H -2.30326 -2.95712 1.90860

***

# 4
43
Properties=species:S:1:pos:R:3 method="wB97M-V/def2-TZVPD" e_homo_ha=-0.528 spin_multiplicity=1 lumo_ev=-9.70 relative_energy_kcal_mol=0.0 gap_ev=4.68 total_charge=+2 molar_mass_g_mol=761.79
Sn 1.67211 1.77072 -1.59024
C -0.08599 2.32018 3.92091
C 0.77443 1.09299 3.63651
N 0.16299 0.19341 2.65560
C -0.76100 -0.83889 3.14838
C -2.22790 -0.44109 3.04224
C 0.40751 0.27516 1.35881
S 1.69659 1.44055 0.92536
N -0.23714 -0.52939 0.55266
C -0.26841 -0.68374 -0.75674
O 0.30185 0.08473 -1.61390
C -1.05495 -1.81724 -1.25678
C -1.73860 -2.66928 -0.38199
C -2.47185 -3.73199 -0.87445
C -2.53901 -3.95484 -2.24419
C -1.87683 -3.10657 -3.12288
C -1.13094 -2.05025 -2.63330
H 0.49116 3.04686 4.48976
H -0.95921 2.05501 4.51460
H -0.42096 2.78163 2.99187
H 0.94930 0.53362 4.55429
H 1.74636 1.41055 3.24971
H -0.49779 -1.03923 4.18593
H -0.57571 -1.73628 2.56095
H -2.43332 0.46551 3.60768
H -2.83734 -1.24634 3.44835
H -2.51509 -0.27658 2.00504
H -1.68949 -2.48839 0.68063
H -2.99431 -4.39077 -0.19522
H -3.10235 -4.79362 -2.62871
H -1.94267 -3.27812 -4.18798
H -0.59764 -1.40405 -3.31296
Cl 4.43230 2.94170 -1.75929
C 5.19383 1.35686 -1.94633
Cl 3.92117 0.12199 -2.02806
H 5.81857 1.15746 -1.08153
H 5.76149 1.33119 -2.87166
I -1.02241 4.05632 -1.03324
I -1.87257 6.11900 -2.48540
F 2.33671 1.57424 -4.68333
C 1.17349 1.49077 -4.11427
F 0.60379 0.36066 -4.32738
F 0.40983 2.49552 -4.39942

***

# 5
83
Properties=species:S:1:pos:R:3 method="wB97M-V/def2-TZVPD" e_homo_ha=-0.280 spin_multiplicity=1 lumo_ev=-0.23 relative_energy_kcal_mol=0.9 gap_ev=7.38 smiles="CC1=C(C(=O)OCCN(Cc2ccccc2)c2ccccc2)[C@H](c2cccc([N+](=O)[O-])c2)C(P2(=O)OCC(C)(C)CO2)=C(C)N1" molar_mass_g_mol=631.67
C 1.08699 3.63305 0.33288
C -0.13319 2.79022 0.17574
C -0.23081 1.50325 0.59102
C 0.86599 0.87304 1.31763
O 1.81845 1.44284 1.80676
O 0.67455 -0.45858 1.43587
C 1.69180 -1.21760 2.06923
H 2.14776 -0.61580 2.86293
H 1.18822 -2.08763 2.49684
C 2.77108 -1.68378 1.07238
N 3.63678 -0.62774 0.61446
C 3.31350 0.18284 -0.45528
C 4.07441 1.32814 -0.73292
C 3.78853 2.13521 -1.81543
C 2.74379 1.83381 -2.67178
C 1.99325 0.69951 -2.42060
C 2.26320 -0.10938 -1.33500
H 1.62924 -0.96875 -1.18385
H 1.17991 0.43228 -3.07870
H 2.52405 2.46444 -3.51986
H 4.39662 3.01167 -1.99054
H 4.90825 1.59631 -0.10751
C 4.59719 -0.14919 1.58880
C 6.02276 -0.19086 1.08987
C 6.98098 0.63736 1.66102
C 8.29638 0.58812 1.23637
C 8.66901 -0.28944 0.23225
C 7.71984 -1.11803 -0.34082
C 6.40533 -1.07210 0.08808
H 5.66513 -1.71602 -0.36291
H 8.00421 -1.80439 -1.12500
H 9.69510 -0.32561 -0.10272
H 9.03164 1.23846 1.68756
H 6.69101 1.32710 2.44171
H 4.33778 0.86616 1.91609
H 4.53423 -0.79704 2.46904
H 3.38490 -2.43849 1.57485
H 2.28425 -2.16660 0.22472
C -1.48784 0.67664 0.36098
C -2.60890 1.53844 -0.16108
C -2.42829 2.79695 -0.57569
N -1.19743 3.40715 -0.42465
H -1.09597 4.36351 -0.72812
C -3.49446 3.64392 -1.18486
H -4.37950 3.04436 -1.37595
H -3.75772 4.46623 -0.51886
H -3.14592 4.06495 -2.12755
P -4.14566 0.68178 -0.56291
O -4.48698 0.53470 -1.97516
O -5.36368 1.38602 0.23920
C -5.43481 1.06133 1.61694
H -4.46478 1.25855 2.08688
H -6.18022 1.73153 2.05167
C -5.83488 -0.41352 1.82769
C -5.27474 -0.89961 3.16480
H -5.63086 -1.90441 3.37794
H -5.59199 -0.24248 3.97158
H -4.18780 -0.91761 3.13583
C -7.35667 -0.55497 1.79788
H -7.75773 -0.09881 0.89583
H -7.63930 -1.60493 1.81178
H -7.79887 -0.06628 2.66301
C -5.22859 -1.23007 0.66890
H -5.04667 -2.26374 0.97172
H -5.90893 -1.22703 -0.19101
O -3.97417 -0.69882 0.27383
C -1.29114 -0.44753 -0.63380
C -1.21192 -1.76338 -0.20900
C -1.07038 -2.78254 -1.13988
C -1.03006 -2.51620 -2.50446
C -1.12232 -1.20430 -2.92400
C -1.24699 -0.18005 -1.99730
H -1.31660 0.84157 -2.33858
H -1.10246 -0.97594 -3.97843
H -0.93005 -3.33267 -3.20283
N -0.96890 -4.13973 -0.67818
O -0.92998 -5.02320 -1.50964
O -0.91823 -4.32892 0.52147
H -1.25885 -2.01258 0.83914
H -1.77958 0.21367 1.31191
H 1.25274 3.85960 1.38437
H 0.99086 4.56266 -0.22460
H 1.96491 3.09288 -0.01429

***

Copy entry 1 word for word.
7
Properties=species:S:1:pos:R:3 method="wB97M-V/def2-TZVPD" e_homo_ha="-0.123 / -0.147" spin_multiplicity=1 lumo_ev="1.81 / 2.68" relative_energy_kcal_mol=43.6 gap_ev="5.16 / 6.67" total_charge=-1 molar_mass_g_mol=145.21
O -0.71144 -0.45343 1.26900
O 0.61015 -2.35037 0.28810
O -1.54238 -1.54838 -0.69109
S 0.42764 2.49318 -0.19578
S 0.82498 1.23327 -1.82585
S -0.40652 -1.26236 0.14659
H 0.79758 1.88810 1.00903